[1]
Below is C4H4N2O as an isolated structure in a non-equilibrium geometry, with properties calculated with ωB97M-V/def2-TZVPD.

```
11
Properties=species:S:1:pos:R:3:forces:R:3
C -1.6818 0.5930 0.0339 -5.430 2.379 1.637
C -0.1819 -0.4081 -0.5710 2.991 0.350 0.262
C 1.1617 -0.8453 -0.5847 -0.287 -0.359 0.031
C -0.2688 0.5585 0.4710 2.677 -1.552 -1.775
H -2.3060 0.0493 0.8735 0.958 0.724 -1.835
H -2.3949 1.5078 -0.3058 2.210 -1.641 0.928
H 1.9359 -1.4205 -1.1755 -1.735 0.447 0.584
H 2.5770 -0.3258 0.7758 4.388 -0.065 1.454
N 1.6872 -0.2143 0.5383 -4.558 0.420 -3.125
N 0.9243 0.7356 1.0703 -2.043 0.157 1.225
O -1.4527 -0.2302 -1.1258 0.829 -0.860 0.614
```
Positions in Å, forces in eV/Å.

Properties
LUMO energy = 1.025 eV
Total charge = 0
Kohn-Sham gap = 0.36334 Ha
DFT total energy = -9235.9103 eV
Highest occupied orbital energy = -8.86 eV
F_max = 6.15 eV Å⁻¹



[2]
Below is a 2-piece molecular cluster, C4H4N2O overall in a non-equilibrium geometry, with properties calculated with ωB97M-V/def2-TZVPD.

```
11
Properties=species:S:1:pos:R:3:forces:R:3
N 2.7566 -0.6145 1.3039 -0.656 0.089 -0.947
C 2.0984 -0.5827 0.3528 0.648 -0.126 0.862
C 1.2710 -0.5523 -0.8699 -0.267 -0.379 -0.193
O 0.3404 -1.2959 -1.0174 0.654 0.106 -0.116
C -1.7021 -0.0263 0.2655 -0.230 -0.268 -0.003
C -0.7857 1.0793 0.3188 -0.408 0.210 0.223
N -1.8914 1.4029 0.8034 0.417 -0.055 -0.155
H 1.5569 0.2092 -1.6136 0.050 -0.093 0.083
H 0.1999 1.4933 0.1274 -0.200 0.191 0.118
H -2.2089 -0.2796 -0.6650 0.054 0.119 0.177
H -1.6349 -0.8332 0.9942 -0.060 0.207 -0.050
```
Positions in Å, forces in eV/Å.

Properties
LUMO energy = -1.066 eV
Total charge = 0
Kohn-Sham gap = 0.34417 Ha
SMILES string = C1=NC1.N#CC=O
DFT total energy = -9236.5115 eV
Highest occupied orbital energy = -10.43 eV
F_max = 1.16 eV Å⁻¹



[3]
Below is the molecule C4H4N2O, with properties calculated with ωB97M-V/def2-TZVPD.

```
11
Properties=species:S:1:pos:R:3:forces:R:3
O 2.1007 -1.3791 0.0234 -0.285 -0.285 -0.175
C 1.2107 -2.0090 -0.5070 0.269 0.176 0.145
C -0.1987 -1.5979 -0.5264 -0.072 0.120 0.026
C -0.5377 -0.4805 0.1040 -0.193 0.483 0.319
N -0.8481 0.4730 0.7717 0.254 -0.695 -0.356
C -0.8118 1.8657 0.5905 0.273 0.229 -0.045
N 0.2916 2.4773 0.5522 -0.460 -0.129 0.021
H 1.4245 -2.9616 -1.0310 -0.058 0.089 0.053
H -0.9527 -2.1791 -1.0469 0.122 0.135 0.058
H -1.8119 2.3091 0.5769 0.159 -0.054 -0.003
H 0.1333 3.4821 0.4926 -0.010 -0.069 -0.042
```
Positions in Å, forces in eV/Å.

Properties
LUMO energy = 0.380 eV
Total charge = 0
Kohn-Sham gap = 0.35923 Ha
SMILES string = [H]/N=C/N=C=CC=O
DFT total energy = -9238.2589 eV
Highest occupied orbital energy = -9.39 eV
F_max = 0.82 eV Å⁻¹



[4]
Below is C4H4N2O as an isolated structure in a non-equilibrium geometry, with properties calculated with ωB97M-V/def2-TZVPD.

```
11
Properties=species:S:1:pos:R:3:forces:R:3
C -0.7481 0.5989 -0.4955 0.939 5.998 -0.826
C 0.4101 -0.1963 0.0088 -2.762 -1.924 -1.913
C 1.1827 0.3472 1.0702 5.172 5.207 12.908
C -0.6046 -1.1166 0.5628 -0.959 -5.350 6.543
H -0.2999 1.5833 -1.1309 -1.568 -2.082 1.984
H -1.3596 0.7430 0.4305 0.450 1.522 -0.897
H -1.4585 0.1335 -1.1165 -0.131 -1.242 -1.166
H 1.2940 -0.2519 -2.0363 -1.007 -2.455 5.397
N 1.6499 0.7806 2.2340 -4.379 -4.173 -11.623
N -1.1832 -1.7484 1.4086 2.008 2.725 -4.335
O 1.1173 -0.8733 -0.9357 2.236 1.775 -6.071
```
Positions in Å, forces in eV/Å.

Properties
LUMO energy = -0.685 eV
Total charge = 0
Kohn-Sham gap = 0.39129 Ha
DFT total energy = -9234.2882 eV
Highest occupied orbital energy = -11.33 eV
F_max = 14.85 eV Å⁻¹



[5]
Below is the molecule C4H4N2O, with properties calculated with ωB97M-V/def2-TZVPD.

```
11
Properties=species:S:1:pos:R:3:forces:R:3
N 2.1167 0.5831 0.6295 -0.392 -0.508 -0.148
C 1.3555 -0.3514 0.4224 0.213 0.300 0.013
C 0.4962 -1.3477 0.2634 0.194 0.076 0.092
N -0.7242 -1.2927 -0.4276 -0.122 0.380 -0.029
C -1.3925 -0.2164 -0.5846 0.046 -0.184 -0.035
C -1.1140 1.1369 -0.0048 -0.098 0.228 -0.154
O -1.4855 2.1490 -0.5551 0.129 -0.424 0.274
H 2.8158 0.7744 -0.0877 -0.017 -0.042 0.026
H 0.8136 -2.3370 0.5767 -0.029 0.148 0.012
H -2.2927 -0.2665 -1.2011 0.137 0.008 0.051
H -0.5888 1.1683 0.9690 -0.061 0.018 -0.103
```
Positions in Å, forces in eV/Å.

Properties
LUMO energy = -0.408 eV
Total charge = 0
Kohn-Sham gap = 0.31703 Ha
SMILES string = N=C=C/N=C\C=O
DFT total energy = -9237.7203 eV
Highest occupied orbital energy = -9.03 eV
F_max = 0.66 eV Å⁻¹



[6]
Below is the molecule C4H4N2O in a non-equilibrium geometry, with properties calculated with ωB97M-V/def2-TZVPD.

```
11
Properties=species:S:1:pos:R:3:forces:R:3
O -2.2990 -1.3690 0.0320 0.064 0.217 0.013
C -1.8416 -0.2498 -0.0058 -0.012 0.172 0.023
C -0.3996 -0.0001 -0.0174 0.204 -0.124 -0.064
C 0.3669 1.1205 -0.0627 0.220 -0.390 0.072
N 1.7011 0.6494 -0.1658 -0.610 -0.373 0.412
C 1.7679 -0.7344 -0.1306 -0.324 -0.122 0.342
N 0.4812 -1.0756 -0.0232 0.051 -0.345 -0.329
H -2.4891 0.6448 -0.0227 -0.003 -0.056 -0.015
H 0.0197 2.1536 -0.1309 0.502 -0.416 0.152
H 2.4816 0.8931 0.4191 0.272 1.541 -0.399
H 0.2110 -2.0326 0.1080 -0.364 -0.105 -0.207
```
Positions in Å, forces in eV/Å.

Properties
LUMO energy = 0.044 eV
Total charge = 0
Kohn-Sham gap = 0.33706 Ha
DFT total energy = -9238.5876 eV
Highest occupied orbital energy = -9.13 eV
F_max = 1.62 eV Å⁻¹



[7]
Below is the molecule C4H4N2O in a non-equilibrium geometry, with properties calculated with ωB97M-V/def2-TZVPD.

```
11
Properties=species:S:1:pos:R:3:forces:R:3
C 1.6251 -1.6840 2.1591 -0.314 2.014 -1.993
C 1.1565 -0.4200 2.9400 0.338 -0.499 1.032
C 0.6816 -0.0288 0.8858 1.544 -3.611 -0.324
C 0.1309 0.7435 -0.1662 1.214 -1.274 -3.727
N 0.5296 0.3906 2.1093 0.400 -0.048 1.401
N 1.3401 -1.2792 0.7678 -1.208 1.295 0.266
O 2.3718 -2.5688 2.3748 0.290 -1.271 1.020
H 0.1952 0.2268 -1.1761 0.611 1.020 1.004
H -0.8692 0.6769 -0.0016 -3.320 0.352 0.709
H 0.4177 1.7663 -0.1290 0.384 0.727 -0.210
H 1.3038 -1.9748 -0.0085 0.061 1.295 0.821
```
Positions in Å, forces in eV/Å.

Properties
LUMO energy (spin up / spin down) = -1.257 / -1.221 eV
Total charge = 0
Kohn-Sham gap (spin up / spin down) = 0.27326 / 0.25369 Ha
DFT total energy = -9236.6133 eV
Highest occupied orbital energy (spin up / spin down) = -8.69 / -8.12 eV
F_max = 4.12 eV Å⁻¹



[8]
Below is the molecule C4H4N2O in a non-equilibrium geometry, with properties calculated with ωB97M-V/def2-TZVPD.

```
11
Properties=species:S:1:pos:R:3:forces:R:3
C -1.8013 -0.4729 0.0128 0.189 -0.811 0.456
C -0.3373 -0.1932 -0.0242 -0.848 -0.179 0.565
C 1.8027 -0.3176 -0.0559 1.239 -0.364 0.858
C 1.3559 1.1347 -0.0232 -2.239 0.674 -0.257
H -2.0200 -1.5552 0.0197 0.325 0.521 -0.184
H -2.2483 -0.0612 0.9260 0.180 0.212 -0.235
H -2.2643 -0.0062 -0.8439 -0.252 0.225 -0.215
H 1.9221 2.0472 -0.0591 0.557 -0.039 0.131
N 0.5812 -1.0712 -0.0403 0.817 -0.369 -0.383
N 0.0639 1.2053 0.0331 1.821 -0.179 -0.297
O 2.9454 -0.7098 0.0547 -1.787 0.310 -0.439
```
Positions in Å, forces in eV/Å.

Properties
LUMO energy = -1.473 eV
Total charge = 0
Kohn-Sham gap = 0.33691 Ha
SMILES string = CC1=NC(=O)C=N1
DFT total energy = -9239.4665 eV
Highest occupied orbital energy = -10.64 eV
F_max = 2.35 eV Å⁻¹



[9]
Below is C4H4N2O as an isolated structure in a non-equilibrium geometry, with properties calculated with ωB97M-V/def2-TZVPD.

```
11
Properties=species:S:1:pos:R:3:forces:R:3
C -1.7652 0.3123 0.0437 1.864 -0.937 0.654
C -0.1938 -0.9216 -0.2016 0.954 -7.275 2.861
C 1.0454 0.7316 -0.0874 0.854 5.240 1.038
C -0.2591 0.3567 -0.0925 0.349 4.695 -1.770
H -2.3629 0.5381 -0.8061 -0.573 0.779 -0.291
H -1.9791 0.7633 1.0335 -0.865 -0.892 -0.590
H 2.8529 -0.5054 0.0104 -1.832 0.844 -0.081
H 1.3834 1.8044 0.0863 0.174 -1.766 -0.590
N 1.0336 -1.5352 0.0950 -1.781 2.414 -2.542
N 1.8186 -0.3351 -0.0432 0.539 -3.449 0.940
O -1.5737 -1.2091 -0.0380 0.317 0.346 0.370
```
Positions in Å, forces in eV/Å.

Properties
LUMO energy = 0.865 eV
Total charge = 0
Kohn-Sham gap = 0.36519 Ha
DFT total energy = -9236.0158 eV
Highest occupied orbital energy = -9.07 eV
F_max = 7.88 eV Å⁻¹



[10]
Below is a 2-piece molecular cluster, C4H4N2O overall in a non-equilibrium geometry, with properties calculated with ωB97M-V/def2-TZVPD.

```
11
Properties=species:S:1:pos:R:3:forces:R:3
N -2.0413 -1.5483 0.0662 0.372 1.048 -0.448
C -1.6896 -0.5255 -0.3460 -0.321 -0.952 0.414
C -1.2003 0.7567 -0.8981 -0.082 0.538 0.218
O -1.3828 1.8021 -0.3340 0.056 -0.572 -0.330
C 1.3681 0.5943 0.9854 -0.137 0.375 0.028
C 1.4547 -0.7975 0.5839 0.383 -0.019 0.254
N 2.3869 -0.4731 1.3524 -0.317 -0.270 -0.308
H -0.6655 0.6703 -1.8590 -0.064 -0.011 0.139
H 1.0915 -1.6702 0.0531 0.070 0.099 0.091
H 1.7169 1.3925 0.3301 -0.057 -0.159 0.074
H 0.6830 0.9060 1.7733 0.098 -0.079 -0.132
```
Positions in Å, forces in eV/Å.

Properties
LUMO energy = -0.994 eV
Total charge = 0
Kohn-Sham gap = 0.35197 Ha
SMILES string = C1=NC1.N#CC=O
DFT total energy = -9236.7319 eV
Highest occupied orbital energy = -10.57 eV
F_max = 1.20 eV Å⁻¹



[11]
Below is the molecule C4H4N2O in a non-equilibrium geometry, with properties calculated with ωB97M-V/def2-TZVPD.

```
11
Properties=species:S:1:pos:R:3:forces:R:3
C -0.2191 1.5552 -0.5067 -0.718 -1.803 2.258
C 0.5100 0.1937 0.4016 -0.935 0.806 -1.093
C -0.5498 -0.6778 1.1444 -8.399 2.674 3.556
C 1.4879 -0.7446 -0.2487 -1.410 0.477 0.171
H -1.4403 1.5860 -1.9265 -2.641 5.019 -4.565
H -0.8282 2.1063 0.2221 0.092 -0.735 0.768
H 0.4343 2.4308 -0.7609 0.452 -1.664 -0.969
H 1.0393 0.7858 1.1252 0.299 -0.119 0.718
N -1.6783 -0.6965 1.7400 9.276 -0.509 -4.711
N 2.0415 -1.6781 -0.6242 0.307 0.380 -0.121
O -1.1402 0.9692 -1.4018 3.677 -4.526 3.988
```
Positions in Å, forces in eV/Å.

Properties
LUMO energy = -0.098 eV
Total charge = 0
Kohn-Sham gap = 0.41212 Ha
SMILES string = N#CC(C#N)CO
DFT total energy = -9236.3419 eV
Highest occupied orbital energy = -11.31 eV
F_max = 10.42 eV Å⁻¹



[12]
Below is the molecule C4H4N2O, with properties calculated with ωB97M-V/def2-TZVPD.

```
11
Properties=species:S:1:pos:R:3:forces:R:3
O -3.0805 -0.6777 -0.4034 0.915 0.226 -0.133
C -1.9404 -0.4053 -0.4179 -0.666 -0.150 -0.030
C -0.6581 -0.1040 -0.4808 -0.157 0.093 0.099
C -0.0739 1.2450 -0.3901 0.085 0.098 0.064
N 1.0788 1.2377 0.1524 -0.311 -0.077 -0.185
C 1.3502 -0.1396 0.5549 0.260 -0.011 0.091
N 0.4647 -0.9718 -0.2780 -0.095 -0.100 0.115
H 1.1216 -0.2135 1.6327 0.049 -0.016 -0.104
H -0.5496 2.1560 -0.7465 0.041 -0.166 0.104
H 2.3989 -0.4028 0.4013 -0.136 0.032 -0.057
H 0.2326 -1.8651 0.1371 0.015 0.071 0.036
```
Positions in Å, forces in eV/Å.

Properties
LUMO energy = 0.391 eV
Total charge = 0
Kohn-Sham gap = 0.31238 Ha
SMILES string = O=C=C1C=NCN1
DFT total energy = -9238.4227 eV
Highest occupied orbital energy = -8.11 eV
F_max = 0.95 eV Å⁻¹